P) This record from OMol25 describes a 2-piece molecular cluster, C2H6S overall. The level of theory is wB97M-V/def2-TZVPD.

## Properties
LUMO	0.94	eV
SMILES	C=C.S
HOMO-LUMO gap	0.396	hartree

Each atom is followed by the atoms it is bonded to, with distances in Å.
Cartesian coordinates (Å):
1 S 1.05370 1.56985 -1.88614  H2 1.335, H3 1.317
2 H 0.90415 1.56665 -3.21243  S1 1.335
3 H 1.71822 2.70568 -1.84770  S1 1.317
4 C -0.55109 -1.92732 2.11487  C5 1.328, H6 1.086, H7 1.082
5 C -1.83283 -1.70978 2.38333  C4 1.328, H8 1.082, H9 1.084
6 H -0.12078 -1.90408 1.11808  C4 1.086
7 H 0.05331 -2.50677 2.80077  C4 1.082
8 H -2.46557 -1.11705 1.73581  C5 1.082
9 H -2.18144 -1.96018 3.37864  C5 1.084


Q) This record from OMol25 describes one molecule with the formula C2H6S. The level of theory is wB97M-V/def2-TZVPD.

## Properties
LUMO	1.15	eV
SMILES	CSC
HOMO-LUMO gap	0.356	hartree

Each atom is followed by the atoms it is bonded to, with distances in Å.
Cartesian coordinates (Å):
1 C -0.49342 0.46790 1.17006  S2 1.810, H4 1.088, H5 1.091, H6 1.093
2 S 0.38990 1.11837 -0.26949  C1 1.810, C3 1.883
3 C 0.49265 -0.48550 -1.25033  S2 1.883, H7 1.086, H8 1.084, H9 1.082
4 H 0.14734 -0.07803 1.85916  C1 1.088
5 H -1.32908 -0.20089 0.95662  C1 1.091
6 H -0.84031 1.32837 1.74776  C1 1.093
7 H 1.06938 -0.19962 -2.12537  C3 1.086
8 H 1.08423 -1.14900 -0.62908  C3 1.084
9 H -0.52068 -0.80159 -1.45933  C3 1.082


R) This record from OMol25 describes a 2-piece molecular cluster, C2H6S overall. The level of theory is wB97M-V/def2-TZVPD.

## Properties
LUMO	-0.89	eV
SMILES	C=S.C
HOMO-LUMO gap	0.280	hartree

Each atom is followed by the atoms it is bonded to, with distances in Å.
Cartesian coordinates (Å):
1 C 1.21993 -0.39259 -0.40638  S2 1.652, H4 1.077, H5 1.095
2 S 2.53547 0.19246 0.40367  C1 1.652
3 C -1.28593 0.31704 0.41659  H6 1.156, H7 1.312, H8 1.029, H9 1.098
4 H 0.89900 -1.42006 -0.37164  C1 1.077
5 H 1.35857 -0.12661 -1.45943  C1 1.095
6 H -1.91165 0.45792 -0.54457  C3 1.156
7 H -0.02214 0.38484 0.07083  C3 1.312
8 H -1.38411 1.20933 0.91967  C3 1.029
9 H -1.40915 -0.62233 0.97125  C3 1.098


The least stable of them is R).